Record 1
C32H67N3O20P | the ωB97M-V functional and the def2-TZVPD basis

As for the total charge: +1. The calculation puts the HOMO-LUMO gap at 8.481 eV. The calculation puts the HOMO energy at -11.23 eV. Its LUMO energy is -2.747 eV.

```
123
C32H67N3O20P the ωB97M-V functional and the def2-TZVPD basis
H 3.86 3.57 2.00
H -4.08 -6.84 -3.24
H -2.15 7.37 0.02
H 2.63 1.84 2.43
O 1.66 2.04 2.38
O -0.55 5.80 3.18
H -5.44 7.05 -1.34
H 4.25 1.03 1.23
O -2.28 -11.49 4.65
H 4.88 -0.62 0.51
O 7.11 6.64 2.54
H -2.28 1.93 -1.64
C 4.77 0.55 0.31
H -1.39 4.44 -3.25
O 5.11 4.07 0.35
C 0.00 -6.88 0.48
H -3.83 -5.44 -2.19
O -7.39 -5.99 -3.43
H 5.05 0.48 -3.70
H 1.95 -2.86 2.46
O -1.34 -5.29 -1.21
C 1.09 0.29 -1.61
H -2.34 2.08 0.06
O 8.22 8.48 2.96
H -1.95 -0.28 -1.44
H 0.96 -2.37 -0.75
C 3.87 3.74 0.82
C 1.83 -0.78 1.38
H -0.09 2.10 1.26
H 5.80 2.38 -1.75
H 0.70 2.75 -0.80
C 0.51 6.32 3.99
H 9.24 10.21 3.35
C -1.13 6.72 2.38
C -3.09 6.13 -2.14
C -8.33 -6.71 -3.73
C 4.97 1.65 -3.79
H -3.58 6.36 0.27
C -2.82 6.96 0.78
H -7.51 -5.90 -6.11
H -0.70 -2.34 0.23
H 7.29 5.30 0.96
H -0.37 -6.10 1.16
C 2.51 3.70 0.00
H 1.32 6.71 3.37
H 0.14 7.09 4.67
H 0.40 -7.70 1.08
H 0.15 -2.25 2.24
H -5.02 8.72 -1.76
H 1.28 -1.47 3.57
H 10.22 8.74 3.50
C -1.47 0.32 -0.52
O -1.75 6.01 -1.94
H -0.91 -9.71 1.49
C 1.68 2.32 -0.24
O -2.62 -7.09 -1.84
N 0.73 0.15 0.97
H -0.60 -11.93 5.81
N -1.73 1.77 -0.75
H -3.33 7.76 1.33
H -0.07 -0.03 1.65
H 2.68 4.22 -1.07
H 3.94 1.87 -4.33
H 2.41 -1.31 0.48
O -2.41 -10.49 2.70
C 8.32 7.23 2.44
H -0.12 1.84 -2.87
H -8.77 -8.63 -1.14
H 5.87 0.98 0.23
C 7.06 5.31 2.03
C -8.25 -7.83 -1.68
C -1.64 -6.47 -1.13
C -1.94 -9.51 1.78
H -5.14 7.52 -3.05
H -8.64 -4.69 -5.41
H -0.67 -2.03 -1.62
H -2.04 -8.50 2.20
N 2.16 1.30 -1.19
C -1.65 -11.64 5.92
C 1.24 -1.91 2.48
P 3.77 0.76 -1.36
O -9.01 -6.67 -4.90
O -8.88 -7.67 -2.95
H 6.04 4.93 2.17
H 0.91 5.50 4.59
H 0.81 -6.49 -0.15
C 0.09 -0.18 -0.40
H -0.40 -0.03 -3.43
C 1.01 1.64 1.14
O -0.79 -9.81 4.17
H -7.20 -8.11 -1.80
H 2.72 -0.28 2.01
C -3.33 -6.24 -2.73
C -8.54 -5.69 -5.83
C -0.07 -1.84 -0.61
C 9.44 9.23 2.91
H -9.16 -5.75 -6.73
C 4.75 2.22 -2.23
H -2.56 -9.57 0.88
H 1.23 0.91 -3.80
H 1.73 -0.68 -1.90
C -1.23 4.71 -2.21
H 1.74 4.44 0.54
H -2.17 -12.44 6.46
C -1.73 -10.53 3.87
H 4.10 3.18 -2.34
H -0.15 4.73 -2.02
H 5.88 2.16 -4.33
O -2.11 6.10 1.67
O 9.33 6.73 1.96
O -0.83 7.90 2.30
O -1.05 -7.39 -0.33
H -1.74 -10.72 6.51
C -4.84 7.67 -2.01
H 7.75 4.66 2.58
H -8.34 -6.91 -1.09
H -2.05 -0.08 0.44
H -2.65 -5.82 -3.49
O -3.45 7.40 -1.85
H 9.76 9.38 1.88
O -3.84 5.24 -2.51
C 0.36 0.75 -3.00
H -1.68 3.97 -1.54
```

Record 2
C5H6O2 | the ωB97M-V functional and the def2-TZVPD basis

As for the SMILES: C=C[C@H]1COC1=O. As for the total charge: 0. The calculation puts the HOMO-LUMO gap at 10.995 eV. The calculation puts the HOMO energy at -10.18 eV. Its LUMO energy is 0.815 eV.

```
13
C5H6O2 the ωB97M-V functional and the def2-TZVPD basis
H -2.72 0.01 -0.93
C 0.95 1.17 0.32
H 0.41 -0.69 1.84
C -1.78 0.55 -0.24
C 0.47 -0.31 0.72
H -1.55 -1.41 0.10
O 0.34 2.27 0.12
H -1.59 1.55 -0.25
H 2.16 -1.57 0.18
O 1.92 0.56 -0.38
H 0.99 -0.93 -1.30
C -1.07 -0.48 0.11
C 1.48 -0.71 -0.28
```

Record 3
C3H5NO3 | the ωB97M-V functional and the def2-TZVPD basis

As for the SMILES: C=NOCOC=O. As for the total charge: 0. The calculation puts the HOMO-LUMO gap at 10.596 eV. The calculation puts the HOMO energy at -9.62 eV. Its LUMO energy is 0.975 eV.

```
12
C3H5NO3 the ωB97M-V functional and the def2-TZVPD basis
C 0.50 -0.70 0.70
H -0.06 -1.42 -0.12
H 2.71 1.47 -1.08
O 1.46 0.13 0.07
C 1.50 1.57 -1.42
H -2.60 0.53 0.53
H 0.66 -1.39 1.67
N 0.67 0.76 -1.02
O -1.79 -1.43 0.02
H 1.31 2.09 -2.23
O -0.64 0.07 1.00
C -1.81 -0.33 0.66
```

Record 4
C29H27AsBF6N6S2W | the ωB97M-V functional and the def2-TZVPD basis

Its expectation value of S² is 3.781. As for the total charge: 0. The calculation puts the HOMO-LUMO gap (spin up / spin down) at 7.398 / 5.822 eV. As for the spin multiplicity: 4. The calculation puts the HOMO energy (spin up / spin down) at -7.60 / -8.47 eV. Its LUMO energy (spin up / spin down) is -0.200 / -2.651 eV.

```
73
C29H27AsBF6N6S2W the ωB97M-V functional and the def2-TZVPD basis
H 0.38 -2.52 0.95
W 0.28 0.60 0.01
N -1.71 0.59 -1.01
C 0.97 4.55 -2.08
H -5.36 0.91 -2.20
F -3.07 -4.82 2.56
C 1.37 3.78 3.47
C -3.44 1.85 -2.06
C -0.18 -5.38 -2.67
H 2.41 4.04 3.33
H 0.64 -5.53 -3.37
H -2.24 -1.28 -0.28
C 2.11 0.62 -2.60
F -2.61 -3.65 0.41
H -2.26 4.12 -2.94
C 0.81 -0.98 2.71
H -3.76 2.76 -2.54
C 3.85 -0.59 -2.10
H -0.15 -6.17 -1.93
H -0.18 -0.67 3.01
C -0.59 2.49 2.74
C -2.13 1.72 -1.62
C 0.13 2.47 -1.11
C -0.08 -4.03 -2.03
C -1.10 2.75 -1.74
N 0.07 -1.50 -0.82
H 3.67 -2.51 2.52
N 2.53 -1.16 1.40
H 1.34 1.21 -3.07
C 0.64 4.33 4.48
H 4.77 -1.15 -2.04
C -3.90 -0.34 -1.22
C -0.16 -1.64 -2.14
N 2.04 0.34 -1.29
C -0.27 4.83 -2.64
C -4.33 0.81 -1.87
H -4.56 -1.17 -1.02
F -2.19 -2.84 3.76
C -0.72 3.97 4.64
H 3.56 0.09 -4.18
F -4.01 -2.57 2.11
S -1.39 1.39 1.69
H 2.15 3.20 -0.96
C 0.23 -2.62 -0.11
C -1.30 3.92 -2.48
H 1.09 5.03 5.16
H 4.48 -1.55 0.37
H -0.43 -2.89 -3.83
C -2.59 -0.41 -0.81
C 1.67 -1.87 3.32
C -0.23 -2.86 -2.77
C 0.77 2.85 2.57
N 3.13 -0.41 -0.99
B 3.66 -0.67 0.45
H -0.43 5.73 -3.21
H 4.12 0.37 0.88
C 2.75 -1.95 2.46
H -2.35 2.79 3.93
N 1.33 -0.56 1.55
F -0.82 -3.95 2.06
H -1.29 4.40 5.45
H 0.26 -4.74 -0.02
C 0.16 -3.88 -0.67
F -1.76 -1.74 1.62
H 1.52 -2.40 4.24
C 3.23 0.04 -3.16
C 1.16 3.39 -1.34
H 1.79 5.23 -2.22
As -2.44 -3.29 2.12
H -0.30 -0.73 -2.71
S 1.72 2.21 1.33
H -1.11 -5.46 -3.24
C -1.32 3.07 3.79
```

| no. | M (u) |
| --- | --- |
| 1 | 844.9 |
| 2 | 98.1 |
| 3 | 103.1 |
| 4 | 907.3 |